C21H45CoO2P3 as an isolated structure at a distorted geometry. Source: the Open Molecules 2025 dataset; level of theory: ωB97M-V/def2-TZVPD.

XYZ file:
```
72
C21H45CoO2P3 (ωB97M-V/def2-TZVPD)
Co 0.2568 1.5152 -0.9858
P -1.3891 2.5471 -1.7957
P -0.0738 -0.4720 -2.1790
P 1.0182 2.2248 0.8009
H 3.1361 -1.2196 -0.9505
C 3.5510 -1.4783 0.0292
C 2.9111 -2.3035 0.8596
H 1.9518 -2.7988 0.6835
C -0.9119 2.9362 -3.5341
C -3.1555 1.9866 -2.1107
C -1.8037 4.2127 -1.1171
C 0.6119 -2.1295 -1.8173
C -1.8382 -0.9115 -1.9061
C -0.0257 -0.5041 -4.0301
C 1.9828 1.1179 1.9111
C -0.4004 2.5381 1.9269
C 2.0168 3.7711 1.0128
H 4.4525 -0.9521 0.3471
H 3.4944 -2.7103 1.7005
H 0.0181 3.5039 -3.4921
H -1.6786 3.5431 -4.0035
H -0.7459 2.0440 -4.1333
H -3.6973 2.7896 -2.6358
H -3.6838 1.7857 -1.1652
H -3.1967 1.0906 -2.7450
H -2.2371 4.8063 -1.9303
H -0.9292 4.7548 -0.7403
H -2.5410 4.1324 -0.3095
H 0.5686 -2.7127 -2.7508
H -0.0462 -2.5962 -1.0722
H 1.6237 -2.0829 -1.4056
H -2.3816 -0.6761 -2.8252
H -2.2189 -0.3526 -1.0458
H -1.9364 -1.9810 -1.6910
H 0.1105 -1.5515 -4.3410
H 0.8291 0.0819 -4.3848
H -0.9407 -0.0958 -4.4789
H 2.5292 1.7168 2.6529
H 2.6569 0.4748 1.3326
H 1.2430 0.4806 2.4088
H -0.1636 3.3700 2.5999
H -0.5656 1.6176 2.4980
H -1.2993 2.7605 1.3433
H 2.3469 3.8269 2.0621
H 1.3419 4.6006 0.7609
H 2.8874 3.7540 0.3423
C 3.9370 3.1798 -2.4955
C 3.6513 3.7083 -3.7789
C 4.4868 4.6782 -4.3172
C 5.5443 5.1949 -3.5684
C 5.7891 4.6816 -2.2940
C 5.0699 3.6121 -1.7711
O 3.1866 2.1348 -1.9866
H 2.1880 2.3172 -2.0304
H 2.8128 3.3097 -4.3489
H 4.2776 5.0449 -5.3166
H 6.1760 5.9765 -3.9858
H 6.5723 5.0961 -1.6698
H 5.3310 3.1317 -0.8166
C -1.5851 -1.9965 3.7728
C -2.7696 -1.7285 2.8101
C -2.1236 -1.1519 1.5472
O -0.7520 -0.8026 1.8210
C -0.4467 -1.1475 3.1967
H -1.8426 -1.7155 4.7967
H -1.3191 -3.0585 3.7352
H -3.4501 -0.9742 3.2164
H -3.3430 -2.6200 2.5552
H -2.1086 -1.8880 0.7302
H -2.6063 -0.2365 1.1771
H -0.3388 -0.2298 3.8065
H 0.5117 -1.6865 3.2448
```

Output
Multiplicity: 5
HOMO-LUMO gap (alpha / beta) in eV: 7.3 / 3.5
DFT total energy in Ha: -3383.30522
Net charge: +3
HOMO level (alpha / beta) in eV: -16.82 / -16.82
Molar mass in g mol⁻¹: 481.4

Atomic partial charges in e from the Mulliken method, atoms 1 to 5: Co 0.16; P 1.02; P 1.16; P 1.31; H 0.23